[1]
C21H26N4O6S in the gas phase in a non-equilibrium geometry, computed with ωB97M-V/def2-TZVPD.

The geometry in XYZ format:
```
58
Properties=species:S:1:pos:R:3:forces:R:3:nbo_charge:R:1
C -0.697186 -2.225844 -1.241107 -0.10 -0.18 0.02 -0.6709
C 0.696232 -2.233378 -0.728058 0.36 -0.15 0.16 0.2015
N 1.212972 -3.271396 -0.126553 -1.30 -0.40 -0.35 -0.1520
O 2.497127 -2.956357 0.224035 0.81 0.89 -0.08 -0.2872
C 2.775402 -1.701519 -0.170740 -0.74 0.12 -0.29 0.4050
C 4.036152 -1.098073 0.050502 0.50 -0.06 0.23 -0.4452
C 5.047988 -1.754559 0.673306 -0.28 0.09 -0.12 0.1230
N 6.293809 -1.297358 0.867831 0.01 -0.05 -0.09 -0.3817
C 7.234134 -2.006380 1.694101 0.20 -0.10 0.17 -0.3925
C 6.681785 0.019740 0.427849 -0.11 0.09 -0.06 -0.4161
C 1.647621 -1.183498 -0.791434 0.50 0.24 -0.01 -0.5616
S 1.515445 0.438001 -1.445671 0.13 -0.46 0.61 2.3456
O 2.768120 0.838823 -2.016895 0.07 0.10 0.17 -0.9404
O 0.343492 0.499270 -2.284228 0.08 -0.15 0.17 -0.9609
N 1.312413 1.312117 -0.023337 0.35 -0.55 -0.80 -0.6713
C 1.858204 2.653175 0.011374 0.35 0.52 -0.40 -0.2276
C 0.935699 3.679227 -0.648336 0.00 -0.07 0.26 -0.4179
C -0.467381 3.598845 -0.049213 -0.07 -0.11 -0.21 -0.3957
C -0.990409 2.173431 -0.216679 0.00 0.25 0.35 -0.3385
C -2.383957 1.971093 0.357109 0.42 -0.05 -0.41 0.6968
O -2.842425 2.643951 1.252973 -0.11 0.17 0.25 -0.6086
N -3.011755 0.913058 -0.232095 0.17 -0.22 -0.34 -0.6038
C -4.258485 0.347074 0.051707 -0.47 -0.04 0.30 0.1519
C -5.106838 0.857618 1.026524 0.27 0.20 0.00 -0.2515
C -6.341517 0.270414 1.288363 -0.29 -0.48 -0.24 -0.2379
C -6.692763 -0.831971 0.549629 0.44 -0.04 -0.31 0.2034
C -5.842494 -1.346976 -0.430371 -0.27 0.32 0.44 0.3153
C -4.624017 -0.780839 -0.700149 -0.22 -0.13 0.02 -0.3229
O -6.426401 -2.438865 -1.014059 0.50 0.25 -0.10 -0.4910
C -7.675191 -2.596723 -0.373563 -0.89 -0.88 -0.21 0.2369
O -7.834721 -1.591908 0.602873 0.09 0.34 0.25 -0.4793
C -0.026141 1.213947 0.504006 -0.51 -0.18 -0.07 -0.2227
H -0.798028 -1.440627 -1.985968 -0.11 -0.09 -0.02 0.2480
H -0.932776 -3.192910 -1.677493 -0.07 -0.03 -0.03 0.2430
H -1.395406 -2.049495 -0.422302 -0.08 0.04 0.02 0.2288
H 4.127808 -0.101596 -0.343356 0.15 0.11 0.00 0.2454
H 4.858817 -2.753494 1.043167 0.07 -0.09 0.07 0.2108
H 7.429663 -1.458628 2.621654 0.02 -0.06 0.01 0.1933
H 6.843499 -2.989079 1.947597 -0.01 0.00 0.00 0.2128
H 8.181370 -2.133337 1.163929 -0.01 -0.02 0.05 0.1990
H 6.299156 0.204468 -0.575173 0.02 0.04 -0.04 0.2194
H 6.295272 0.795406 1.096151 -0.01 0.05 0.00 0.1987
H 7.768168 0.084255 0.406960 -0.02 0.00 -0.01 0.2100
H 2.817075 2.608633 -0.505907 0.03 0.18 0.19 0.2348
H 2.025805 2.911862 1.062604 0.01 -0.06 -0.05 0.1979
H 1.352275 4.678640 -0.515363 0.03 0.02 -0.06 0.2160
H 0.886139 3.465175 -1.718443 0.04 0.08 -0.07 0.2073
H -1.135827 4.300643 -0.550485 -0.02 0.03 0.08 0.2207
H -0.447718 3.855249 1.012011 -0.05 0.05 0.03 0.2128
H -0.984178 1.915335 -1.279374 -0.09 0.04 0.16 0.2414
H -2.507965 0.457805 -0.982143 0.02 0.17 0.13 0.4026
H -4.798549 1.724051 1.585733 0.01 0.01 0.01 0.2582
H -6.998139 0.667886 2.043111 -0.09 0.07 0.11 0.2293
H -3.977641 -1.186595 -1.461499 0.11 -0.07 -0.13 0.2207
H -7.719567 -3.588177 0.105488 0.08 0.25 -0.07 0.1569
H -8.482982 -2.519073 -1.119248 0.22 0.06 0.15 0.1565
H -0.343695 0.176207 0.386479 -0.15 -0.01 0.20 0.2161
H 0.002518 1.453263 1.572154 -0.01 -0.07 -0.04 0.2173
```
Positions in Å, forces in eV/Å.

Properties
Relative energy (zero: lowest compared OMol25 entry of this formula, charge and spin): 4.586 eV
Gap between HOMO and LUMO: 8.225 eV
Highest occupied orbital energy: -7.734 eV
Total charge: 0
Molar mass: 462.528 g/mol
Electronic energy: -1884.42114 hartree
SMILES: Cc1noc(/C=C/N(C)C)c1S(=O)(=O)N1CCC[C@H](C(=O)Nc2ccc3c(c2)OCO3)C1

[2]
A molecular structure, C21H26N4OS3Sc, computed with ωB97M-V/def2-TZVPD.

The geometry in XYZ format:
```
56
Properties=species:S:1:pos:R:3:forces:R:3:nbo_charge:R:1
Sc 0.898888 -1.151974 1.556142 -0.17 0.04 0.02 1.7173
C -1.556490 -0.380578 -2.130639 0.01 -0.02 -0.04 -0.7008
C -0.829164 -0.170957 -0.841978 0.02 0.11 0.21 0.3851
N -0.064941 -1.105530 -0.361397 0.02 -0.10 -0.09 -0.4715
N 0.025259 -2.249797 -1.155974 0.06 0.07 0.00 -0.4031
C 0.363846 -3.324684 -0.536898 -0.01 -0.09 0.05 -0.0397
S 0.693731 -3.552362 1.184331 -0.05 -0.08 -0.04 -0.3107
S 0.479832 -4.815520 -1.436632 0.06 0.06 0.07 0.3641
C 0.014151 -4.262036 -3.084935 -0.01 0.03 -0.07 -0.5856
C -1.453028 -3.981354 -3.329481 0.01 0.02 -0.03 0.0600
C -2.422569 -4.038723 -2.339246 -0.04 -0.05 -0.01 -0.2586
C -3.747113 -3.731347 -2.630247 0.03 -0.02 0.04 -0.2063
C -4.113939 -3.360478 -3.913368 0.01 0.01 -0.05 -0.2198
C -3.149011 -3.307702 -4.912345 -0.05 0.00 0.01 -0.1884
C -1.831077 -3.618438 -4.621136 0.03 0.03 0.04 -0.2479
C -0.996667 1.090763 -0.098354 -0.05 0.03 -0.04 -0.1535
C -1.383632 2.243689 -0.802516 0.01 -0.06 0.01 -0.1575
C -1.601576 3.448612 -0.170876 0.00 0.00 -0.05 -0.2522
C -1.486272 3.520184 1.214804 0.00 0.02 0.05 -0.1526
C -1.105668 2.409232 1.938457 -0.03 0.00 -0.06 -0.2875
C -0.818872 1.200262 1.298226 0.00 0.02 0.08 0.3370
O -0.376069 0.180912 2.047227 0.07 -0.06 -0.08 -0.8366
H -1.990638 -1.379759 -2.150128 0.00 0.01 0.00 0.2815
H -2.335839 0.358599 -2.276860 -0.01 0.00 0.00 0.2326
H -0.851121 -0.342371 -2.964751 -0.01 -0.01 0.00 0.2584
H 0.600407 -3.370085 -3.306071 0.02 -0.02 -0.02 0.2484
H 0.367381 -5.055579 -3.746276 -0.02 -0.03 0.03 0.2497
H -2.151241 -4.336944 -1.334163 -0.01 0.01 0.00 0.2202
H -4.492341 -3.789963 -1.847233 0.00 0.00 -0.01 0.2193
H -5.145439 -3.125154 -4.139803 0.00 0.00 0.00 0.2213
H -3.426446 -3.032194 -5.921500 0.00 0.00 0.00 0.2196
H -1.083682 -3.579427 -5.406112 0.00 0.00 0.00 0.2135
H -1.496709 2.185397 -1.876084 -0.01 0.03 0.00 0.2244
H -1.890184 4.317591 -0.745271 0.00 0.00 0.00 0.2324
H -1.708009 4.445896 1.731011 0.00 0.00 -0.01 0.2262
H -1.044349 2.434747 3.017978 0.01 0.00 0.01 0.2255
C 1.751546 2.547126 4.339930 0.04 -0.04 -0.02 -0.4162
N 2.644467 1.571408 3.710883 -0.03 -0.01 -0.10 -0.4048
C 3.204115 0.596159 4.643232 0.00 -0.01 0.06 -0.4094
C 2.721753 1.410927 2.384043 0.02 0.01 0.09 0.4194
S 3.178632 -0.144802 1.728015 0.07 0.03 -0.05 -0.3055
N 2.518468 2.443528 1.568034 0.00 0.04 -0.03 -0.3961
C 2.786194 3.830843 1.961107 0.00 -0.07 0.00 -0.4124
C 2.321965 2.278387 0.127022 0.02 0.01 0.07 -0.4049
H 1.140535 2.014597 5.069275 0.00 0.01 0.01 0.2229
H 1.094373 2.985830 3.598415 -0.01 0.02 0.00 0.2239
H 2.309442 3.328993 4.854814 -0.01 0.00 0.01 0.2173
H 3.501830 1.129467 5.544741 0.01 0.01 -0.01 0.2235
H 4.071409 0.105283 4.216890 0.01 0.01 0.00 0.2404
H 2.463536 -0.157256 4.921315 -0.02 0.00 -0.03 0.2041
H 3.338479 3.859839 2.894269 0.00 0.01 0.00 0.2220
H 1.863438 4.403832 2.051552 0.01 0.02 0.00 0.2179
H 3.404428 4.277672 1.183593 -0.01 0.02 0.00 0.2268
H 1.777506 1.366606 -0.090045 0.01 0.00 -0.01 0.2194
H 3.282043 2.253688 -0.390575 0.00 0.00 -0.02 0.2223
H 1.734430 3.124946 -0.224413 -0.01 -0.01 -0.01 0.2254
```
Positions in Å, forces in eV/Å.

Properties
Relative energy (zero: lowest compared OMol25 entry of this formula, charge and spin): 0.000 eV
Gap between HOMO and LUMO: 7.688 eV
Highest occupied orbital energy: -11.036 eV
Total charge: +1
Molar mass: 491.623 g/mol
Electronic energy: -3065.28889 hartree

[3]
A molecular structure, C21H27BMnN12 in a non-equilibrium geometry, computed with ωB97M-V/def2-TZVPD.

The geometry in XYZ format:
```
62
Properties=species:S:1:pos:R:3:forces:R:3:nbo_charge:R:1
Mn 0.242759 0.097639 0.114578 0.16 0.13 -0.66 1.3664
C 0.207396 2.985380 -3.312990 0.01 -0.02 -0.09 -0.3430
C -0.175717 2.737397 -1.995410 0.08 -0.28 -0.15 -0.0395
N -0.199502 1.432118 -1.757518 -0.11 0.15 0.46 -0.3417
N 0.150555 0.819490 -2.898040 0.06 0.29 -0.30 -0.3121
C 0.402925 1.731437 -3.849381 0.02 0.27 0.08 -0.0083
B 0.016017 -0.697617 -3.093220 0.08 0.10 0.81 0.5477
N 1.117162 -1.482357 -2.344230 0.23 -0.25 -0.22 -0.3096
C 2.063804 -2.256366 -2.890457 0.27 -0.13 0.19 -0.0056
C 2.734129 -2.912944 -1.877872 -0.01 0.02 -0.11 -0.3544
C 2.112492 -2.473898 -0.711543 -0.25 0.15 -0.28 -0.0335
N 1.144936 -1.608414 -1.008257 -0.28 -0.65 0.24 -0.3683
N -1.315078 -1.105333 -2.455716 -0.41 -0.22 -0.25 -0.2995
C -2.340672 -1.752054 -3.027885 -0.11 -0.04 0.15 -0.0111
C -3.318494 -1.936388 -2.073761 -0.07 -0.04 -0.08 -0.3506
C -2.790376 -1.351069 -0.922251 0.05 0.00 -0.28 -0.0503
N -1.584969 -0.856408 -1.168396 0.07 0.03 0.67 -0.3589
H 0.309588 3.933921 -3.796385 0.05 0.19 -0.15 0.2238
H -0.454267 3.442899 -1.235595 -0.01 0.06 0.14 0.1973
H 0.703162 1.437161 -4.832402 0.03 -0.13 -0.27 0.2172
H 0.040956 -0.973929 -4.243682 0.05 -0.06 -0.36 -0.0366
H 2.203114 -2.300749 -3.949297 -0.02 0.03 -0.32 0.2182
H 3.543144 -3.605745 -1.968029 0.20 -0.17 -0.06 0.2272
H 2.302752 -2.756249 0.308088 0.02 0.06 0.14 0.2155
H -2.302169 -2.039373 -4.058236 0.02 -0.04 -0.25 0.2197
H -4.266578 -2.417307 -2.192382 -0.22 -0.09 -0.05 0.2244
H -3.229476 -1.273906 0.054129 -0.03 0.06 0.21 0.2050
N -0.888185 -3.173908 1.031680 0.00 0.42 0.19 -0.7628
C -1.067469 -2.320557 2.059962 -0.04 -0.91 -0.17 0.6200
N -1.616294 -2.825443 3.162473 -0.16 0.21 0.51 -0.5748
C -1.738472 -1.964402 4.182788 -0.01 -1.09 -0.55 0.6020
N -2.214773 -2.443321 5.352079 -0.03 0.20 -0.09 -0.7700
N -1.407985 -0.685848 4.142782 0.57 1.42 -0.55 -0.5588
C -0.869980 -0.251001 2.994309 -0.73 -3.23 -0.22 0.4521
N -0.653399 -1.054645 1.908856 -0.02 1.62 0.92 -0.6413
C -0.486180 1.118968 2.909919 0.88 2.78 -0.59 0.1135
C -0.428047 1.906859 4.075545 -0.18 -1.01 -0.41 -0.1812
C -0.047703 3.216415 4.000876 0.31 0.71 -0.97 -0.1656
C 0.278311 3.740299 2.736682 -0.24 -0.30 1.01 -0.2109
C 0.213778 2.911969 1.640930 0.03 -0.07 -0.56 0.0547
N -0.155880 1.628097 1.678855 -0.71 -0.37 1.72 -0.4863
H -1.343900 -4.068320 1.087286 0.06 0.05 0.00 0.4107
H -0.639254 -2.785159 0.134480 0.07 -0.04 -0.10 0.4229
H -2.626511 -3.357219 5.357373 -0.02 -0.07 0.01 0.4067
H -2.479376 -1.768113 6.048028 0.01 -0.09 0.02 0.4046
H -0.690823 1.435890 5.007602 -0.01 -0.01 0.10 0.2473
H -0.003921 3.838811 4.879889 0.01 0.04 0.12 0.2242
H 0.564608 4.773483 2.626188 0.06 0.08 -0.08 0.2274
H 0.469822 3.299626 0.662413 0.04 -0.12 0.03 0.2154
C 4.719389 1.011786 0.227535 -0.07 -0.44 0.33 -0.5987
C 3.416988 0.343083 0.695180 0.10 0.57 -0.30 -0.2130
C 3.167882 0.599474 2.181127 0.10 -0.31 -0.33 -0.5952
C 2.260226 0.845447 -0.156921 -0.20 -0.09 0.41 -0.9612
H 5.565482 0.666047 0.817949 0.31 0.00 0.08 0.1858
H 4.650129 2.093777 0.323673 -0.04 0.14 0.01 0.1926
H 4.906362 0.769562 -0.817640 0.03 0.04 -0.07 0.2039
H 3.537032 -0.736038 0.547166 0.00 0.00 0.04 0.1795
H 3.078755 1.666246 2.376784 -0.05 0.21 0.05 0.1924
H 3.981398 0.204078 2.786625 0.09 0.00 0.18 0.1987
H 2.239564 0.111602 2.485612 -0.04 0.00 0.12 0.1796
H 2.510134 0.674253 -1.215170 -0.12 0.11 0.04 0.1863
H 2.183246 1.932377 -0.015927 0.16 0.18 -0.10 0.1599
```
Positions in Å, forces in eV/Å.

Properties
Relative energy (zero: lowest compared OMol25 entry of this formula, charge and spin): 0.704 eV
Gap between HOMO and LUMO (spin up / spin down): 4.710 / 6.173 eV
Highest occupied orbital energy (spin up / spin down): -5.511 / -6.956 eV
Total charge: 0
Molar mass: 513.281 g/mol
Electronic energy: -2649.52048 hartree
2S+1: 6

- Which of these has the highest relative energy (zero: lowest compared OMol25 entry of this formula, charge and spin)?
  C21H26N4O6S